# 1
53
Properties=species:S:1:pos:R:3:mulliken_charge:R:1 method="wB97M-V/def2-TZVPD" gap_ev="6.578 / 6.614" spin_multiplicity=3 total_charge=-1 e_tot_ev=-63973.9681
Pt 0.41 -0.11 0.62 1.225
S -0.73 0.25 2.71 -0.402
C 0.00 -1.09 3.53 0.687
C -0.07 -1.04 4.95 -0.113
N -0.15 -0.96 6.10 -0.512
C 0.60 -2.16 2.93 0.395
S 0.69 -2.40 1.20 -0.556
C 1.19 -3.19 3.71 -0.196
N 1.70 -4.02 4.33 -0.556
O -2.03 -0.73 -0.40 -0.599
S -2.08 -2.18 -0.74 0.429
C -3.47 -2.32 -1.96 -0.647
C -2.89 -2.49 -3.36 -0.742
C -1.51 -1.84 -3.32 -0.565
C -0.85 -2.42 -2.08 -0.314
H -4.02 -1.38 -1.84 0.324
H -4.11 -3.15 -1.65 0.387
H -3.53 -2.03 -4.12 0.324
H -2.80 -3.55 -3.61 0.315
H -1.62 -0.76 -3.18 0.180
H -0.93 -2.03 -4.22 0.427
H 0.06 -1.91 -1.77 0.096
H -0.66 -3.49 -2.17 0.407
C 0.72 1.59 -2.67 -1.380
C 2.09 2.24 -2.50 0.537
C 1.98 3.59 -1.78 -1.613
C 3.10 1.32 -1.81 0.568
C 4.21 0.93 -2.54 -0.750
C 5.18 0.10 -2.00 -1.142
C 5.03 -0.36 -0.70 -0.253
C 3.94 -0.01 0.07 0.214
C 3.75 -0.54 1.47 2.154
C 4.42 0.38 2.50 -1.698
C 4.21 -1.98 1.64 -1.739
C 2.95 0.87 -0.46 0.334
O 1.98 1.30 0.34 -1.203
H 0.01 2.27 -3.15 0.464
H 0.29 1.31 -1.71 0.122
H 0.81 0.69 -3.29 0.331
H 2.48 2.43 -3.51 0.409
H 1.57 3.44 -0.78 0.291
H 1.32 4.27 -2.33 0.454
H 2.96 4.06 -1.69 0.362
H 4.32 1.29 -3.55 0.307
H 6.05 -0.19 -2.59 0.348
H 5.79 -1.02 -0.29 0.266
H 2.67 -0.51 1.67 -0.698
H 5.49 0.45 2.30 0.353
H 4.27 -0.01 3.51 0.397
H 3.98 1.38 2.45 0.411
H 5.30 -2.06 1.60 0.467
H 3.79 -2.61 0.85 0.356
H 3.88 -2.38 2.60 0.335


# 2
21
Properties=species:S:1:pos:R:3:mulliken_charge:R:1 method="wB97M-V/def2-TZVPD" gap_ev=3.688 total_charge=0 e_tot_ev=-10968.8716
C -0.91 1.82 0.43 -0.824
O -0.09 -0.62 2.82 -0.692
C -0.85 0.33 0.45 -0.234
C 0.50 -0.21 0.02 -0.892
C 0.37 -1.74 -0.06 -0.417
C 0.16 -1.79 -2.00 -0.287
N -0.63 -2.36 -1.14 -0.558
H -0.21 2.14 1.24 0.340
H -1.86 2.31 0.63 0.342
H -0.32 2.30 -0.53 0.268
H -1.75 -0.14 0.00 0.484
H -0.85 0.11 1.62 0.220
H 1.12 -0.06 0.93 0.324
H 0.95 0.27 -0.82 0.718
H -0.15 -2.02 0.85 0.238
H 1.31 -2.33 -0.09 0.497
H -0.17 -0.84 -2.42 0.317
H 1.02 -2.38 -2.32 0.367
H 0.99 3.23 -1.66 0.263
H 0.50 -0.30 3.52 0.221
O 0.87 2.29 -1.48 -0.696


# 3
11
Properties=species:S:1:pos:R:3:mulliken_charge:R:1 method="wB97M-V/def2-TZVPD" gap_ev="6.814 / 6.814" total_charge=0 e_tot_ev=-21518.8721
C -0.95 -1.04 0.66 0.227
C -0.61 0.46 -1.19 0.022
N 0.11 -0.75 1.43 -0.308
N -1.10 -0.58 -0.48 -0.425
N -0.82 1.71 -0.95 -0.658
O 2.24 0.17 2.22 -0.415
O 2.01 -0.45 -0.16 -0.393
S 1.44 -0.02 1.06 0.918
H -1.68 -1.86 1.06 0.314
H -0.11 0.03 -1.96 0.473
H -0.52 2.34 -1.69 0.245


# 4
17
Properties=species:S:1:pos:R:3:mulliken_charge:R:1 method="wB97M-V/def2-TZVPD" gap_ev="8.872 / 8.812" spin_multiplicity=3 total_charge=+1 e_tot_ev=-9879.9682
C 0.44 1.02 0.39 -0.127
C 0.69 1.46 1.86 -0.973
C 0.97 -0.18 -1.99 -0.782
C -1.61 -1.88 0.34 -0.529
N -0.12 -0.15 0.10 0.587
O -0.06 -0.72 -1.16 -0.322
O -0.84 -0.84 0.95 -0.219
H 0.98 1.64 -0.37 0.450
H 1.73 1.69 1.88 0.296
H 0.32 0.75 2.62 0.328
H 0.23 2.42 2.01 0.336
H 0.52 0.57 -2.51 0.390
H 1.24 -1.04 -2.64 0.265
H 1.80 0.08 -1.42 0.407
H -1.98 -2.60 1.03 0.298
H -0.95 -2.30 -0.38 0.310
H -2.61 -1.46 -0.08 0.286


# 5
136
Properties=species:S:1:pos:R:3:mulliken_charge:R:1 method="wB97M-V/def2-TZVPD" gap_ev=8.492 total_charge=+4 e_tot_ev=-366967.2156
C 1.92 -1.49 -1.97 0.619
C 1.90 -0.04 -1.68 -0.182
O 2.86 0.67 -1.75 -0.495
N 0.72 0.60 -1.01 1.389
H 0.04 -0.14 -0.76 -0.550
H 1.17 1.08 -0.21 0.520
C -0.04 1.52 -1.97 0.465
H 2.73 -1.79 -2.63 0.517
H 1.03 -1.91 -2.45 -0.492
H 2.01 -1.96 -0.99 -0.069
H -0.62 2.19 -1.35 0.369
H -0.63 0.83 -2.55 -0.414
H 0.70 1.96 -2.63 -0.230
C 2.60 3.91 -4.39 -0.645
C 2.88 4.37 -2.96 0.239
O 2.06 4.65 -2.16 -0.451
N 4.32 4.39 -2.55 -0.102
H 4.93 4.66 -3.34 0.437
H 4.54 5.20 -1.96 0.444
C 4.88 3.12 -1.90 -0.741
H 1.64 3.40 -4.45 0.080
H 3.36 3.16 -4.60 0.386
H 2.56 4.83 -4.98 0.367
H 4.78 2.33 -2.62 0.332
H 4.37 2.98 -0.95 0.294
H 5.91 3.33 -1.61 0.401
C 0.47 9.46 -1.68 -1.151
C 0.09 8.45 -0.65 0.622
O -0.22 8.67 0.46 -0.342
N 0.29 6.99 -1.05 -0.027
H -0.22 6.83 -1.93 0.434
H 1.26 6.90 -1.38 0.274
C -0.02 5.98 0.03 -0.844
H -0.23 9.29 -2.51 0.370
H 1.48 9.38 -2.10 0.359
H 0.22 10.44 -1.29 0.331
H 0.82 5.98 0.71 0.389
H -0.20 5.01 -0.42 0.155
H -0.91 6.34 0.54 0.458
C -5.66 1.22 -0.18 -1.268
C -4.87 1.36 -1.44 0.610
O -3.73 1.67 -1.43 -0.356
N -5.54 0.82 -2.67 -0.048
H -6.29 0.14 -2.51 0.420
H -5.81 1.60 -3.27 0.395
C -4.53 0.00 -3.54 -1.035
H -6.52 1.90 -0.16 0.410
H -5.08 1.48 0.70 0.311
H -6.02 0.20 -0.05 0.401
H -4.45 -0.92 -2.97 0.301
H -3.68 0.61 -3.80 0.381
H -5.11 -0.14 -4.45 0.409
C -1.12 -1.81 2.51 -1.709
N -0.94 -1.59 3.96 0.353
C -0.38 -2.49 4.75 -0.054
C -0.32 -2.29 6.12 -1.138
C -0.74 -1.08 6.66 1.257
C -1.31 -0.11 5.81 -0.954
C -1.40 -0.43 4.48 -0.280
C -0.69 -0.82 8.14 0.749
C -1.65 0.00 8.74 -0.825
C -1.51 0.37 10.07 -0.214
N -0.50 -0.13 10.80 0.053
C 0.41 -0.97 10.28 -0.205
C 0.33 -1.32 8.94 -0.750
C -0.40 0.21 12.24 -0.958
H -0.74 -0.94 1.98 0.336
H -2.20 -1.79 2.36 0.604
H -0.68 -2.71 2.10 0.537
H 0.08 -3.40 4.38 0.593
H -0.03 -3.10 6.77 0.538
H -1.67 0.87 6.07 0.436
H -1.86 0.23 3.76 0.490
H -2.42 0.47 8.15 0.495
H -2.22 1.00 10.58 0.452
H 1.08 -1.40 11.01 0.398
H 1.06 -2.04 8.61 0.452
H 0.05 -0.65 12.73 0.344
H -1.38 0.19 12.74 0.406
H 0.08 1.17 12.34 0.329
C -3.19 -3.39 -5.91 -0.999
N -1.85 -3.83 -5.50 0.207
C -0.82 -2.96 -5.58 -0.798
C 0.41 -3.30 -5.05 -0.600
C 0.59 -4.41 -4.25 0.419
C -0.54 -5.19 -4.11 -0.779
C -1.72 -4.95 -4.75 -0.361
C 1.70 -4.61 -3.29 1.400
C 1.40 -5.20 -2.07 -0.257
C 2.40 -5.31 -1.14 -0.887
N 3.66 -4.99 -1.44 0.169
C 3.98 -4.44 -2.63 -0.170
C 3.01 -4.24 -3.59 -0.746
C 4.70 -5.20 -0.40 -0.826
H -3.92 -4.20 -5.81 0.435
H -3.18 -3.29 -6.99 0.394
H -3.48 -2.52 -5.33 0.239
H -1.08 -2.05 -6.10 0.887
H 1.23 -2.62 -5.26 0.337
H -0.51 -6.02 -3.41 0.635
H -2.59 -5.56 -4.59 0.410
H 0.42 -5.39 -1.66 0.085
H 2.17 -5.69 -0.15 0.457
H 5.04 -4.26 -2.74 0.392
H 3.34 -3.80 -4.52 0.560
H 5.68 -5.16 -0.87 0.330
H 4.55 -6.16 0.09 0.340
H 4.61 -4.39 0.31 0.324
As -2.25 -2.51 -1.45 2.011
F -0.65 -3.21 -1.58 -0.347
F -1.58 -0.97 -0.84 -0.807
F -3.83 -1.83 -1.23 -0.521
F -2.95 -3.96 -2.12 -0.494
F -2.36 -3.19 0.16 -0.436
F -2.15 -1.88 -3.08 -0.553
As 0.78 2.39 2.37 2.038
F -0.19 2.71 3.79 -0.526
F -0.58 1.66 1.51 -0.467
F 1.71 2.13 0.89 -0.791
F 2.13 3.15 3.12 -0.482
F 1.28 0.88 3.04 -0.456
F 0.30 3.96 1.73 -0.486
As 1.71 -2.64 2.53 2.191
F 0.88 -1.65 1.30 -0.361
F 2.05 -3.86 1.29 -0.451
F 2.56 -3.64 3.66 -0.488
F 1.26 -1.47 3.72 -0.461
F 0.24 -3.54 2.84 -0.435
F 3.20 -1.81 2.15 -0.473
As -0.65 0.77 -5.23 2.128
F -2.14 -0.13 -5.58 -0.466
F 0.27 -0.24 -6.32 -0.475
F 0.79 1.70 -4.93 -0.455
F -1.54 1.83 -4.16 -0.413
F -0.32 -0.32 -3.90 -0.809
F -0.99 1.81 -6.59 -0.495


# 6
73
Properties=species:S:1:pos:R:3:mulliken_charge:R:1 method="wB97M-V/def2-TZVPD" gap_ev=7.385 total_charge=+2 e_tot_ev=-122234.9845
Y 0.58 -0.13 0.37 -1.398
O -0.82 1.96 -1.23 -0.590
C -1.36 1.05 -0.61 0.525
O -1.11 -0.21 -0.78 -0.604
C -2.15 1.37 0.62 0.589
C -3.27 2.17 0.66 -0.790
C -3.89 2.36 1.89 -0.534
C -3.34 1.76 3.02 -1.037
C -2.18 1.01 2.88 -0.460
N -1.58 0.81 1.70 0.537
H -3.65 2.62 -0.24 0.580
H -4.78 2.97 1.97 0.481
H -3.79 1.87 3.99 0.495
H -1.70 0.56 3.74 0.528
C 2.90 -3.64 -0.73 -1.366
P 2.72 -1.83 -0.53 1.175
C 4.21 -1.41 0.47 -1.435
C 3.23 -1.27 -2.21 -1.205
C 3.17 0.24 -2.39 -0.976
P 1.48 0.93 -2.05 1.486
C 1.74 2.60 -2.74 -1.361
C 0.52 0.12 -3.38 -1.589
H 3.83 -3.84 -1.26 0.506
H 2.07 -4.04 -1.31 0.365
H 2.93 -4.13 0.24 0.429
H 5.09 -1.84 0.01 0.503
H 4.10 -1.82 1.47 0.388
H 4.33 -0.33 0.54 0.331
H 2.57 -1.77 -2.93 0.428
H 4.25 -1.64 -2.39 0.615
H 3.46 0.51 -3.41 0.555
H 3.87 0.74 -1.71 0.416
H 2.03 2.48 -3.78 0.466
H 2.53 3.12 -2.20 0.392
H 0.82 3.18 -2.69 0.357
H 1.10 0.13 -4.30 0.499
H -0.41 0.67 -3.53 0.418
H 0.25 -0.90 -3.11 0.335
C 2.87 3.01 1.53 -1.226
As 1.79 1.57 2.28 0.472
C 3.07 0.80 3.55 -1.117
C 0.73 2.61 3.55 -1.293
H 3.35 3.55 2.34 0.457
H 2.23 3.69 0.97 0.405
H 3.63 2.62 0.85 0.357
H 3.37 1.57 4.25 0.416
H 3.95 0.43 3.02 0.371
H 2.62 -0.02 4.10 0.353
H 1.40 3.30 4.06 0.501
H 0.27 1.95 4.29 0.386
H -0.05 3.17 3.04 0.378
C -0.59 -4.95 3.48 -0.980
N -0.64 -5.10 2.03 0.187
C -2.03 -5.16 1.60 -0.923
N -2.79 -3.98 2.02 0.199
C -2.70 -3.84 3.47 -0.972
N -1.32 -3.76 3.94 0.183
C -0.68 -2.53 3.54 -1.239
P -0.59 -2.35 1.67 2.674
C 0.10 -4.07 1.34 -1.048
C -2.39 -2.78 1.32 -1.138
H 0.45 -4.88 3.81 0.368
H -1.04 -5.83 3.93 0.318
H -2.49 -6.04 2.05 0.294
H -2.08 -5.25 0.51 0.367
H -3.17 -4.71 3.93 0.279
H -3.24 -2.95 3.78 0.396
H 0.34 -2.50 3.95 0.468
H -1.24 -1.69 3.96 0.361
H 1.14 -4.09 1.67 0.353
H 0.08 -4.26 0.27 0.432
H -2.51 -2.91 0.25 0.480
H -3.01 -1.94 1.64 0.426


# 7
17
Properties=species:S:1:pos:R:3:mulliken_charge:R:1 method="wB97M-V/def2-TZVPD" gap_ev=10.208 total_charge=+1 e_tot_ev=-8307.3405
C -0.56 -1.67 -0.35 -1.080
C -0.19 -0.06 1.49 -1.233
C 0.33 -0.64 0.23 0.992
N 2.21 0.71 -0.20 -0.417
N -1.22 1.32 -0.90 -0.721
O 1.29 -0.33 -0.47 -0.067
H -0.69 -1.42 -1.44 0.344
H -0.07 -2.64 -0.29 0.362
H -1.59 -1.50 0.13 0.368
H -0.79 -0.73 2.19 0.358
H 0.65 0.28 2.12 0.430
H -0.81 0.79 0.99 0.418
H 2.19 1.05 0.78 0.269
H 3.08 0.50 -0.56 0.262
H -1.53 2.26 -0.84 0.246
H -1.93 0.86 -1.51 0.225
H -0.36 1.22 -1.38 0.243


# 8
31
Properties=species:S:1:pos:R:3:mulliken_charge:R:1 method="wB97M-V/def2-TZVPD" gap_ev=8.420 total_charge=+1 e_tot_ev=-15668.0958
C -1.95 0.48 -0.78 0.495
C -6.01 -0.29 1.28 -1.107
C 1.89 0.11 1.25 -1.288
C 3.86 -1.15 -1.78 -0.844
C 4.77 0.08 0.14 -0.996
C -4.51 0.06 0.99 -0.466
C -4.37 0.77 -0.41 -0.587
C 2.21 -0.50 -0.08 -0.163
N -3.11 0.57 -1.04 -0.233
N 3.71 -0.87 -0.32 0.073
O -0.77 0.37 -0.88 -0.597
O 1.83 0.55 -1.02 -0.371
H -6.01 -0.80 2.25 0.339
H -6.57 0.65 1.32 0.307
H -6.42 -0.90 0.38 0.300
H 0.88 0.35 1.37 0.388
H 2.26 -0.56 2.08 0.344
H 2.56 1.00 1.53 0.312
H 3.09 -1.79 -2.18 0.302
H 3.86 -0.14 -2.17 0.397
H 4.93 -1.69 -1.89 0.317
H 4.97 0.90 -0.47 0.397
H 4.40 0.56 1.03 0.341
H 5.74 -0.34 0.16 0.439
H -3.92 -0.75 0.81 0.446
H -4.12 0.79 1.69 0.329
H -5.11 0.32 -1.17 0.327
H -4.76 1.79 -0.40 0.351
H 0.77 0.55 -0.96 0.644
H 3.82 -1.74 0.24 0.395
H 2.08 1.59 -0.95 0.409


# 9
49
Properties=species:S:1:pos:R:3:mulliken_charge:R:1 method="wB97M-V/def2-TZVPD" gap_ev="7.352 / 5.520" spin_multiplicity=4 total_charge=+2 e_tot_ev=-96178.6929
Tc 1.35 -1.10 -0.07 -0.099
N 5.36 -1.86 -1.78 -0.344
C 4.09 -1.80 -1.41 0.809
S 3.66 -0.58 -0.20 -0.162
N 3.20 -2.58 -1.96 -1.397
N 1.95 -2.43 -1.53 1.072
C 1.03 -3.17 -2.07 -0.549
C -0.32 -2.98 -1.60 0.830
C -1.42 -3.63 -2.15 -0.906
C -2.69 -3.30 -1.68 -0.290
C -2.82 -2.36 -0.68 -0.915
C -1.68 -1.77 -0.15 -0.176
N -0.46 -2.07 -0.61 0.244
H 6.05 -1.28 -1.35 0.212
H 5.64 -2.53 -2.49 0.258
H 1.29 -3.90 -2.83 0.437
H -1.28 -4.37 -2.92 0.498
H -3.57 -3.77 -2.10 0.459
H -3.79 -2.07 -0.30 0.459
H -1.74 -1.06 0.66 0.589
C 0.00 4.45 -1.60 -1.012
Si -1.34 3.68 -0.52 0.224
C -2.58 2.62 -1.46 -0.956
C -2.24 5.00 0.48 -1.097
C -0.48 2.49 0.73 0.132
C -0.55 2.70 2.11 -0.044
C 0.02 1.81 3.02 -1.035
C 0.63 0.67 2.54 -0.322
N 0.72 0.45 1.22 0.078
C 0.21 1.35 0.34 0.445
S 0.61 0.86 -1.29 -0.152
H -0.46 5.05 -2.38 0.356
H 0.61 3.68 -2.07 0.331
H 0.65 5.10 -1.02 0.341
H -2.93 3.14 -2.35 0.376
H -3.46 2.41 -0.84 0.316
H -2.15 1.67 -1.77 0.257
H -2.83 5.61 -0.20 0.333
H -1.54 5.66 0.99 0.334
H -2.91 4.56 1.21 0.333
H -1.05 3.59 2.49 0.475
H -0.02 1.99 4.08 0.450
H 1.07 -0.06 3.20 0.493
Cl -0.54 -2.73 4.30 -0.056
C 0.97 -3.50 3.74 0.828
Cl 0.73 -5.23 3.45 -0.051
Cl 2.28 -3.21 4.88 -0.029
C 1.27 -2.86 2.47 -0.235
N 1.47 -2.34 1.47 -0.140


# 10
22
Properties=species:S:1:pos:R:3:mulliken_charge:R:1 method="wB97M-V/def2-TZVPD" gap_ev=9.516 total_charge=+2 e_tot_ev=-13832.6769
C -0.44 -0.28 2.91 0.095
C 1.57 2.21 -0.34 -0.289
C -1.52 -1.82 1.20 0.361
C -0.34 1.53 -1.20 -0.630
C 0.59 0.52 -1.36 0.621
C 0.38 -0.69 -2.17 -0.971
N -0.91 -1.19 1.98 0.076
N -0.48 0.95 2.60 -0.453
N 0.33 2.50 -0.55 0.064
N 1.82 0.96 -0.91 -0.047
N -2.15 -2.40 0.30 -0.295
H -0.20 -0.95 3.77 0.349
H 2.40 2.72 0.16 0.397
H -1.32 1.57 -1.41 0.519
H -0.15 -1.31 -1.44 0.109
H 1.25 -1.15 -2.66 0.405
H -0.35 -0.46 -2.95 0.331
H -0.12 1.65 3.33 0.304
H -0.07 3.36 -0.18 0.250
H 2.66 0.50 -1.11 0.221
H -2.26 -3.36 0.15 0.264
H -2.48 -1.84 -0.53 0.318


# 11
29
Properties=species:S:1:pos:R:3:mulliken_charge:R:1 method="wB97M-V/def2-TZVPD" gap_ev="4.602 / 4.574" spin_multiplicity=3 total_charge=-2 e_tot_ev=-115281.7606
C -1.19 -1.18 -1.68 -0.334
C -1.79 -2.37 -1.13 -0.856
C -2.98 -1.96 -0.45 -0.245
H -1.37 -3.38 -1.17 0.432
C -3.09 -0.54 -0.51 -0.533
C -1.98 -0.03 -1.29 -0.375
H -1.81 0.98 -1.61 0.417
H -0.35 -1.15 -2.38 0.384
H -3.68 -2.61 0.08 0.358
H -3.89 0.05 -0.07 0.406
Pd -1.32 -1.13 0.34 0.589
Br 1.32 -2.41 1.17 -0.741
C 2.91 1.23 -0.37 -0.488
C 2.07 1.99 -1.23 -0.497
C 1.97 1.31 -2.48 -0.687
H 1.52 2.89 -0.94 0.399
C 2.71 0.09 -2.37 -0.523
C 3.33 0.06 -1.08 -0.614
H 3.94 -0.74 -0.69 0.380
H 3.09 1.42 0.68 0.386
H 1.34 1.60 -3.33 0.392
H 2.85 -0.65 -3.16 0.380
Cl -0.45 -0.09 5.13 -0.197
C -0.43 1.20 3.92 0.166
Cl 1.04 2.17 3.97 -0.180
C -0.73 0.63 2.48 0.668
O -1.73 -0.19 2.48 -0.772
O -0.04 0.97 1.50 -0.537
H -1.27 1.85 4.16 0.222


# 12
18
Properties=species:S:1:pos:R:3:mulliken_charge:R:1 method="wB97M-V/def2-TZVPD" gap_ev=9.061 total_charge=0 e_tot_ev=-8898.1876 smiles="C=CC/C=C/N.O"
C 0.36 1.63 -0.76 -0.429
C -0.71 0.76 -1.02 0.087
N -1.98 1.24 -1.50 -0.532
C 1.68 0.86 -0.53 -0.713
C 1.67 -0.21 0.69 -0.354
C 0.85 -0.13 1.80 -0.645
H 0.31 2.69 -0.91 0.333
H -0.41 -0.37 -0.98 0.193
H -2.73 0.93 -0.94 0.209
H -2.04 2.25 -1.73 0.223
H 2.05 0.23 -1.32 0.315
H 2.52 1.56 -0.44 0.384
H 2.03 -1.18 0.39 0.351
H 1.14 -0.81 2.56 0.318
H 0.12 0.68 2.05 0.269
H -1.63 -2.93 1.77 0.301
H -1.20 -2.67 0.37 0.314
O -1.17 -3.31 1.07 -0.623


Going through the records in order, we get ΔE to the lowest compared entry with this formula, charge and spin values of 24.00; 1255.02; 351.52; 419.45; 0.00; 76.81; 429.52; 397.19; 0.00; 169.03; 15.03; 338.64 kJ/mol.